Here is C39H48F3N2O2Se2Zr as an isolated structure from the OMol25 dataset. Energies are from the ωB97M-V functional and the def2-TZVPD basis.

```
97
Properties=species:S:1:pos:R:3:forces:R:3
Zr 0.018 0.854 0.132 -0.244 -1.349 -2.209
C -3.163 5.175 5.170 0.032 0.081 -0.029
C -3.414 3.681 5.427 0.010 -0.017 -0.062
C -2.597 3.248 6.646 0.072 -0.036 0.076
C -4.905 3.463 5.729 -0.070 -0.055 0.006
C -3.012 2.900 4.174 -0.053 0.054 -0.001
C -1.926 2.037 4.141 -0.009 0.054 0.033
C -1.576 1.440 2.941 0.161 -0.134 0.272
Se -0.042 0.265 2.881 -0.011 0.078 0.386
C 1.438 1.515 2.870 -0.016 -0.080 0.141
C 1.671 2.305 3.984 -0.126 0.057 0.104
C 2.699 3.234 3.954 0.118 0.072 -0.026
C 3.475 3.283 2.796 0.139 0.146 -0.005
C 3.301 2.478 1.671 0.251 0.180 -0.131
C 2.237 1.580 1.724 -0.127 -0.447 -0.041
O 1.851 0.796 0.653 1.351 0.638 1.058
C 4.233 2.698 0.460 -0.062 -0.070 0.092
C 5.703 2.678 0.927 -0.064 -0.002 0.061
C 3.909 4.070 -0.152 -0.003 0.047 -0.026
C 4.088 1.632 -0.635 0.184 -0.029 -0.051
C 2.986 4.197 5.110 0.000 -0.031 -0.077
C 4.459 4.085 5.533 0.076 -0.060 0.002
C 2.704 5.631 4.633 -0.043 0.072 -0.050
C 2.103 3.899 6.323 -0.091 -0.032 0.058
C -2.306 1.635 1.769 0.273 -0.432 -0.346
O -1.804 1.050 0.621 -1.433 0.783 1.410
C -3.429 2.453 1.773 -0.231 0.315 -0.110
C -3.725 3.070 2.989 -0.130 0.118 -0.019
C -4.273 2.813 0.535 0.039 0.007 0.092
C -4.025 1.898 -0.669 -0.194 -0.020 -0.096
C -3.925 4.256 0.127 0.019 0.066 0.002
C -5.772 2.728 0.877 0.012 -0.062 0.099
H -3.447 5.766 6.047 0.026 -0.081 -0.094
H -2.104 5.364 4.960 -0.118 -0.020 0.024
H -3.745 5.538 4.316 0.073 -0.039 0.105
H -2.937 3.802 7.524 0.035 -0.037 -0.055
H -2.715 2.180 6.860 -0.001 0.133 -0.029
H -1.528 3.462 6.520 -0.159 -0.029 0.004
H -5.171 3.965 6.664 0.022 -0.030 -0.085
H -5.548 3.872 4.943 0.097 -0.066 0.091
H -5.135 2.398 5.837 0.031 0.112 0.000
H -1.340 1.837 5.029 -0.058 0.000 -0.069
H 1.033 2.200 4.855 0.104 0.007 -0.125
H 4.271 4.020 2.757 -0.050 -0.103 0.005
H 5.963 3.537 1.548 -0.068 -0.046 -0.004
H 5.927 1.770 1.493 -0.022 0.032 -0.052
H 6.360 2.703 0.055 -0.042 0.020 0.034
H 4.038 4.878 0.576 -0.010 -0.091 -0.079
H 4.574 4.268 -1.000 -0.069 -0.029 0.103
H 2.877 4.102 -0.516 0.075 -0.008 0.026
H 4.228 0.619 -0.245 0.004 0.126 -0.030
H 3.124 1.685 -1.136 0.026 0.033 -0.005
H 4.863 1.813 -1.386 -0.047 -0.017 0.043
H 5.141 4.416 4.743 -0.111 -0.064 0.096
H 4.644 4.714 6.409 -0.022 -0.046 -0.090
H 4.717 3.053 5.795 -0.038 0.124 -0.019
H 3.326 5.898 3.772 -0.078 -0.031 0.109
H 1.654 5.749 4.341 0.124 -0.008 0.033
H 2.917 6.346 5.435 -0.021 -0.086 -0.077
H 2.249 2.878 6.694 -0.004 0.124 -0.047
H 2.358 4.585 7.133 -0.026 -0.038 -0.043
H 1.038 4.040 6.099 0.155 -0.021 0.015
H -4.564 3.757 3.006 0.045 -0.079 -0.019
H -3.038 2.036 -1.102 -0.001 0.030 -0.017
H -4.146 0.842 -0.411 -0.017 0.071 -0.013
H -4.763 2.141 -1.437 0.037 -0.020 0.024
H -2.869 4.338 -0.152 -0.109 -0.008 0.032
H -4.530 4.560 -0.735 0.071 -0.057 0.112
H -4.115 4.963 0.943 0.017 -0.093 -0.102
H -6.032 1.739 1.268 0.030 0.097 -0.056
H -6.089 3.476 1.607 0.076 -0.060 -0.033
H -6.357 2.900 -0.029 0.023 0.001 0.029
Se 0.099 2.374 -1.954 0.097 0.325 -0.493
C -0.087 3.881 -0.777 -0.014 -0.235 -0.155
C -0.257 5.154 -1.284 -0.054 0.350 -0.146
C -0.401 6.208 -0.390 -0.003 0.007 0.325
N -0.394 6.079 0.945 0.012 -0.156 -0.302
C -0.230 4.847 1.426 -0.074 0.381 -0.024
C -0.072 3.753 0.599 -0.048 0.190 -0.157
H -0.278 5.329 -2.354 -0.009 0.019 0.105
H -0.534 7.216 -0.771 0.012 -0.064 0.063
H -0.224 4.723 2.509 0.002 0.033 -0.155
H 0.076 2.815 1.094 0.164 -0.177 0.696
F 0.060 -6.072 0.037 -0.003 -0.095 -0.022
C 0.226 -5.445 -1.128 0.026 0.229 0.065
F 1.439 -5.737 -1.602 -0.019 -0.082 0.001
F -0.686 -5.898 -1.991 -0.028 -0.101 -0.028
C 0.066 -3.946 -0.956 0.008 -0.149 0.004
C 0.724 -3.087 -1.820 0.109 -0.240 -0.153
C 0.572 -1.737 -1.638 -0.200 0.313 0.338
N -0.213 -1.231 -0.666 0.161 -0.440 -0.018
C -0.880 -2.078 0.144 0.214 0.132 -0.369
C -0.752 -3.442 0.040 -0.032 -0.146 -0.081
H 1.366 -3.461 -2.605 -0.028 0.003 0.028
H 1.096 -1.028 -2.261 0.064 0.139 -0.078
H -1.521 -1.633 0.882 -0.168 0.160 0.208
H -1.277 -4.094 0.722 -0.016 -0.012 -0.004
```
Positions in Å, forces in eV/Å.

Summary:
ΔE to the lowest compared entry with this formula, charge and spin   92.1 kJ/mol
Kohn-Sham gap   7.035 eV
E   -188421.692 eV
Total charge   +1
HOMO energy   -0.4082 Ha
Largest force on an atom   2.60 eV Å⁻¹